(1)
{
  "formula": "C20H33Cl5N6OPd",
  "method": "ωB97M-V/def2-TZVPD",
  "homo_lumo_gap_ev": 8.45,
  "relative_energy_kj_mol": 7.4,
  "total_charge": 2,
  "mol_weight_g_mol": 657.21,
  "symbols": ["Pd", "Cl", "C", "C", "C", "Cl", "C", "Cl", "C", "Cl", "C", "Cl", "C", "N", "C", "N", "O", "H", "H", "H", "H", "H", "H", "C", "C", "N", "C", "C", "N", "C", "C", "H", "H", "H", "H", "H", "H", "H", "H", "H", "H", "H", "H", "H", "C", "C", "N", "C", "C", "C", "C", "N", "H", "H", "H", "H", "H", "H", "H", "H", "H", "H", "H", "H", "H", "H"],
  "xyz": [[0.08025, -0.01965, -0.57782], [1.95302, -0.85608, 1.92564], [2.78982, -0.37995, 0.47039], [2.06434, 0.06469, -0.64334], [2.80992, 0.51031, -1.72290], [1.97329, 1.02849, -3.15915], [4.20861, 0.49943, -1.73695], [5.07607, 1.05680, -3.10357], [4.89908, 0.01275, -0.62638], [6.60853, -0.03642, -0.62646], [4.18372, -0.43048, 0.48748], [5.01893, -1.02520, 1.86084], [-5.08086, -0.95204, -2.35965], [-4.12414, -0.56900, -1.33293], [-2.79960, -0.49564, -1.50387], [-2.28840, -0.73806, -2.73190], [-2.05992, -0.16742, -0.54115], [-6.08242, -0.82395, -1.96116], [-4.96256, -1.99780, -2.64897], [-4.98604, -0.31301, -3.23793], [-4.44514, -0.39930, -0.39483], [-2.85321, -1.18803, -3.43368], [-1.29837, -0.93332, -2.76024], [0.63963, 4.47221, -0.38016], [0.41939, 3.07865, -0.99755], [-0.03005, 2.11924, 0.03620], [-1.39879, 2.50346, 0.44990], [-1.45422, 4.00079, 0.80618], [-0.04901, 4.49202, 0.95262], [0.68651, 3.60531, 1.90974], [0.86394, 2.23992, 1.22106], [0.21248, 5.26545, -0.99072], [1.69094, 4.69212, -0.20247], [1.33842, 2.71312, -1.45432], [-0.34502, 3.11494, -1.77251], [-1.69437, 1.87297, 1.28541], [-2.08133, 2.30301, -0.37079], [-1.97317, 4.18350, 1.74528], [-1.92099, 4.59876, 0.02481], [-0.06117, 5.44623, 1.31271], [0.08842, 3.54605, 2.81784], [1.63865, 4.07694, 2.14473], [0.63525, 1.43917, 1.91785], [1.88685, 2.10185, 0.87911], [-0.11366, -4.24494, 1.47629], [-0.23896, -4.66721, 0.01755], [0.85194, -4.22104, -0.85905], [1.81038, -5.26043, -1.26841], [2.83420, -5.55927, -0.18532], [0.94279, -2.96018, -1.27680], [1.99632, -2.60077, -2.28077], [0.07437, -2.03768, -0.91578], [-0.90692, -4.71853, 2.05315], [-0.19708, -3.16725, 1.60965], [0.84169, -4.55699, 1.89401], [-1.19056, -4.33302, -0.40864], [-0.25061, -5.75343, -0.04589], [2.30337, -4.95574, -2.18634], [1.23221, -6.15302, -1.50925], [3.40488, -4.66569, 0.07144], [3.53021, -6.32036, -0.53520], [2.36040, -5.93548, 0.72064], [1.84267, -3.18100, -3.19165], [3.00171, -2.80704, -1.91465], [1.90722, -1.55211, -2.53578], [-0.61555, -2.39283, -0.26399]]
}


(2)
{
  "formula": "C26H55NO10S5",
  "method": "ωB97M-V/def2-TZVPD",
  "homo_lumo_gap_ev": 8.68,
  "smiles": "O=S1(=O)CCCC1.O=S1(=O)CCCC1.O=S1(=O)CCCC1.O=S1(=O)CCCC1.O=S1(=O)CCCC1.CCN(CC)CC",
  "relative_energy_kj_mol": 0.0,
  "mol_weight_g_mol": 702.06,
  "symbols": ["O", "S", "O", "C", "C", "C", "C", "H", "H", "H", "H", "H", "H", "H", "H", "O", "S", "O", "C", "C", "C", "C", "H", "H", "H", "H", "H", "H", "H", "H", "O", "S", "O", "C", "C", "C", "C", "H", "H", "H", "H", "H", "H", "H", "H", "O", "S", "O", "C", "C", "C", "C", "H", "H", "H", "H", "H", "H", "H", "H", "O", "S", "O", "C", "C", "C", "C", "H", "H", "H", "H", "H", "H", "H", "H", "C", "C", "N", "C", "C", "C", "C", "H", "H", "H", "H", "H", "H", "H", "H", "H", "H", "H", "H", "H", "H", "H"],
  "xyz": [[5.75387, 7.63930, 0.70180], [4.63806, 6.78586, 1.03256], [3.73958, 7.16441, 2.09877], [3.65172, 6.43737, -0.43972], [3.12135, 5.02185, -0.21304], [4.16179, 4.19824, 0.59912], [5.19037, 5.09925, 1.28787], [4.38655, 6.50871, -1.24565], [2.94474, 7.26185, -0.47301], [2.23822, 5.24490, 0.39989], [2.73318, 4.47356, -1.06663], [4.63520, 3.51294, -0.09899], [3.58426, 3.65191, 1.34247], [6.16313, 4.98937, 0.80991], [5.34029, 4.90444, 2.34627], [5.09774, 0.93537, -0.74472], [5.68899, 0.09520, -1.76017], [6.97878, -0.51715, -1.53576], [4.50782, -1.19083, -2.24855], [4.67103, -1.27818, -3.75506], [4.77544, 0.15765, -4.27756], [5.73700, 0.94349, -3.38734], [3.54096, -0.73037, -2.03318], [4.63781, -2.10611, -1.68166], [5.49987, -1.87096, -4.14401], [3.77935, -1.75529, -4.17108], [3.78632, 0.62549, -4.27126], [5.09000, 0.25093, -5.31750], [5.51236, 1.98620, -3.17004], [6.79477, 0.90127, -3.64305], [-4.70630, -6.97310, -0.63698], [-4.04140, -5.97123, 0.15974], [-3.47958, -6.24135, 1.46373], [-2.70860, -5.19226, -0.83226], [-3.14389, -3.77477, -1.08942], [-4.16040, -3.34309, -0.02093], [-5.09472, -4.51490, 0.27595], [-2.56428, -5.92885, -1.62266], [-1.85603, -5.34268, -0.16572], [-2.34585, -3.02858, -1.15916], [-3.53926, -3.66266, -2.10592], [-4.73632, -2.49421, -0.37845], [-3.64063, -2.99353, 0.87426], [-5.83556, -4.55347, -0.52062], [-5.55490, -4.51585, 1.25968], [-5.10936, -0.33448, -1.78844], [-5.39328, 0.27223, -0.51708], [-6.00524, -0.46688, 0.56465], [-3.86691, 1.02464, 0.10251], [-4.09420, 2.53929, 0.19150], [-5.10867, 2.90025, -0.90707], [-6.23136, 1.87005, -0.70025], [-3.20729, 0.97300, -0.77355], [-3.44404, 0.51901, 0.96392], [-4.56771, 2.77846, 1.15353], [-3.20441, 3.16248, 0.13919], [-4.59036, 2.83740, -1.86410], [-5.59345, 3.85550, -0.71640], [-7.03382, 1.92279, -1.43128], [-6.62504, 2.10495, 0.28964], [-2.48373, -1.40343, 2.80628], [-1.50854, -1.81942, 3.78769], [-0.83848, -0.83560, 4.60856], [-2.24275, -3.03793, 4.91557], [-1.13862, -4.01206, 5.21324], [-0.54537, -4.32533, 3.84294], [-0.21036, -3.00342, 3.17100], [-3.05331, -3.51601, 4.35758], [-2.70769, -2.46421, 5.71551], [-0.42653, -3.53090, 5.89335], [-1.42071, -4.92400, 5.73886], [-1.27455, -4.87273, 3.23936], [0.32446, -4.97575, 3.94132], [-0.16118, -3.04377, 2.08818], [0.72233, -2.60616, 3.57151], [0.17875, -0.48973, -2.98318], [0.69682, 0.67823, -2.17244], [0.13393, 0.84561, -0.86200], [0.64051, 2.01682, -0.15157], [-0.11300, 2.51132, 1.03734], [-0.05110, -0.34598, -0.05985], [1.23302, -1.10750, 0.26339], [0.73080, -0.56880, -3.91727], [-0.88029, -0.40013, -3.23160], [0.27511, -1.40058, -2.38665], [1.81119, 0.67663, -2.15273], [0.51777, 1.61727, -2.71911], [1.67630, 1.73175, 0.12009], [0.79687, 2.79460, -0.90412], [0.28616, 3.41217, 1.50868], [-1.19246, 2.67747, 0.95268], [-0.12706, 1.83126, 1.90294], [-0.88358, -0.97192, -0.38776], [-0.39469, 0.02283, 0.91198], [1.06450, -1.77578, 1.10764], [2.01649, -0.43702, 0.62484], [1.65126, -1.71663, -0.54100]]
}